No. 1
Formula: C6H13AuF6I2N3O5S2Sb
Source: the OMol25 dataset
Level of theory: ωB97M-V/def2-TZVPD

Each line ends with the Löwdin charge.
Element x y z (Å)
Au 0.384 -0.724 1.828  0.510
F -1.153 -5.021 0.101  0.181
C -1.271 -4.186 -0.915  -0.697
F -0.529 -4.578 -1.925  0.194
F -2.532 -4.073 -1.275  0.188
S -0.631 -2.556 -0.301  0.643
O -1.315 -2.274 0.949  -0.347
O 0.790 -2.671 -0.211  -0.261
N -1.130 -1.546 -1.451  -0.250
S -0.817 -0.062 -1.367  0.613
O -0.096 0.412 -0.182  -0.417
O -0.237 0.490 -2.612  -0.324
C -2.471 0.739 -1.204  -0.682
F -3.100 0.229 -0.181  0.211
F -2.246 2.064 -0.991  0.087
F -3.161 0.585 -2.310  0.200
C -0.386 3.941 -3.536  -0.187
Sb 0.554 2.876 -1.993  1.785
C 2.448 2.334 -2.699  -0.192
C 0.658 4.162 -0.327  -0.181
H 0.364 4.685 -3.826  0.057
H -1.287 4.420 -3.159  0.046
H -0.620 3.283 -4.370  0.052
H 2.848 3.243 -3.159  0.057
H 2.321 1.548 -3.442  0.048
H 3.077 1.989 -1.880  0.008
H 1.323 4.963 -0.668  0.065
H 1.066 3.645 0.540  0.003
H -0.343 4.536 -0.122  0.047
I 2.694 0.289 2.955  0.404
I 3.929 2.110 1.461  0.136
N 0.688 -3.066 5.547  0.200
C 0.250 -2.698 4.333  -0.612
N -0.547 -3.527 3.649  0.209
O 0.607 -1.578 3.881  -0.239
H 0.376 -3.906 6.002  0.124
H 1.247 -2.418 6.074  0.126
H -0.835 -4.412 4.029  0.127
H -0.916 -3.245 2.755  0.069

Results
Total energy = -85528.4236 eV
Charge = +2
2S+1 = 1
ΔE to the lowest compared entry with this formula, charge and spin = 56.8 kcal per mole


No. 2
Formula: C2H4LiOY
Source: the OMol25 dataset
Level of theory: ωB97M-V/def2-TZVPD

Each line ends with the Löwdin charge.
Element x y z (Å)
O 1.706 -0.102 0.137  -0.793
Li 3.198 -0.880 0.561  0.809
Y 0.983 1.595 -0.818  1.809
C -1.101 0.678 0.168  -0.156
C -0.425 -0.556 -0.122  -0.117
H -1.958 0.936 -0.466  0.089
H -1.178 1.003 1.212  0.107
H 0.058 -1.436 -0.576  0.129
H -1.284 -1.239 -0.095  0.123

Results
Total energy = -5412.4276 eV
Charge = +2
2S+1 = 1
ΔE to the lowest compared entry with this formula, charge and spin = 0.0 kcal per mole


No. 3
Formula: C17H22N7O5SScSe
Source: the OMol25 dataset
Level of theory: ωB97M-V/def2-TZVPD

Each line ends with the Löwdin charge.
Element x y z (Å)
Sc 0.122 0.090 0.027  0.988
O 0.965 -3.538 -0.248  -0.293
S 0.331 -2.511 0.528  0.347
O -0.300 -2.933 1.756  -0.313
O 1.304 -1.352 0.822  -0.395
O -0.681 -1.723 -0.329  -0.394
C -2.040 -3.486 4.511  -0.070
C -1.175 -2.572 5.374  -0.405
C 0.312 -2.799 5.124  -0.065
C -1.558 -1.101 5.206  -0.098
N -1.290 -0.563 3.871  -0.064
C -2.012 -0.625 2.750  -0.079
N -1.374 0.043 1.822  0.002
N -0.234 0.473 2.396  -0.048
N -0.165 0.115 3.618  0.127
H -1.836 -4.530 4.753  0.085
H -1.810 -3.357 3.452  0.051
H -3.105 -3.309 4.680  0.079
H -1.392 -2.783 6.427  0.134
H 0.559 -2.638 4.074  0.061
H 0.576 -3.829 5.366  0.084
H 0.927 -2.137 5.737  0.080
H -0.987 -0.470 5.885  0.128
H -2.620 -0.949 5.401  0.130
H -2.953 -1.134 2.642  0.156
Se -2.771 1.755 -1.861  0.575
C -1.384 2.113 -0.815  -0.990
N -0.442 2.242 -0.122  -0.029
C 1.104 -0.719 -6.310  0.010
N 1.626 -0.872 -4.959  -0.059
N 1.292 0.112 -4.045  0.062
C 1.181 -0.446 -2.809  -0.329
O 1.011 0.273 -1.779  -0.081
C 1.348 -1.845 -2.960  0.107
C 1.580 -2.064 -4.285  -0.236
C 1.735 -3.355 -5.006  -0.003
C 1.498 1.494 -4.325  -0.192
C 2.679 1.908 -4.926  -0.021
C 2.865 3.258 -5.183  -0.075
C 1.890 4.177 -4.819  -0.078
C 0.722 3.747 -4.206  -0.053
C 0.511 2.398 -3.966  0.001
H 1.360 0.271 -6.679  0.087
H 0.020 -0.851 -6.339  0.108
H 1.586 -1.460 -6.942  0.092
H 1.308 -2.575 -2.166  0.101
H 1.785 -4.166 -4.285  0.093
H 2.643 -3.364 -5.610  0.092
H 0.884 -3.536 -5.666  0.091
H 3.440 1.181 -5.179  0.120
H 3.780 3.592 -5.654  0.105
H 2.045 5.230 -5.010  0.105
H -0.039 4.459 -3.916  0.113
H -0.404 2.052 -3.500  0.058

Results
Total energy = -135540.2663 eV
2S+1 = 1
ΔE to the lowest compared entry with this formula, charge and spin = 2.1 kcal per mole


No. 4
Formula: C44H97N3O20P4
Source: the OMol25 dataset
Level of theory: ωB97M-V/def2-TZVPD

Each line ends with the Löwdin charge.
Element x y z (Å)
C 6.465 -7.615 -0.786  -0.003
C 5.157 -7.632 -0.337  -0.152
C 4.089 -6.737 -0.917  -0.103
C 2.685 -6.837 -0.296  -0.306
C 2.192 -8.294 -0.145  -0.105
C 1.830 -9.121 -1.402  -0.085
C 0.344 -9.111 -1.684  -0.513
N -0.109 -8.760 -2.990  0.112
O -0.433 -9.419 -0.830  0.101
C 2.550 -6.268 1.159  -0.248
C 3.084 -7.075 2.328  -0.179
N 2.893 -6.311 3.570  -0.106
C 4.120 -5.939 4.281  -0.119
N 1.115 -5.948 1.215  0.140
C 0.561 -5.934 -0.070  -0.439
O -0.608 -5.983 -0.328  0.109
C 1.767 -5.810 -1.006  -0.241
C 2.112 -4.297 -0.824  -0.114
C 1.035 -3.345 -1.385  -0.224
C 0.746 -2.233 -0.360  -0.080
C 1.483 -5.996 -2.493  -0.130
O 2.425 -5.287 -3.291  -0.124
C 1.811 -4.738 -4.432  -0.182
C 2.784 -3.823 -5.215  -0.183
O 3.936 -3.457 -4.505  -0.126
C 3.787 -2.268 -3.754  -0.269
C 5.111 -1.480 -3.768  -0.052
H 7.124 -6.791 -0.524  0.049
H 6.839 -8.451 -1.372  0.049
H 4.930 -8.361 0.442  0.085
H 4.447 -5.701 -0.858  0.136
H 4.013 -7.046 -1.959  0.126
H 1.320 -8.368 0.505  0.116
H 2.970 -8.863 0.357  0.099
H 2.414 -8.856 -2.282  0.110
H 2.056 -10.166 -1.174  0.126
H -0.193 -9.616 -3.536  0.098
H -1.065 -8.434 -2.865  0.095
H 3.186 -5.379 1.152  0.143
H 4.125 -7.364 2.186  0.106
H 2.517 -8.004 2.456  0.120
H 2.254 -6.795 4.178  0.095
H 4.090 -4.867 4.502  0.068
H 4.184 -6.433 5.252  0.073
H 5.013 -6.101 3.682  0.073
H 0.538 -6.574 1.766  0.145
H 2.204 -4.019 0.223  0.101
H 3.073 -4.033 -1.265  0.108
H 1.415 -2.842 -2.275  0.089
H 0.096 -3.858 -1.569  0.070
H 1.661 -1.885 0.123  0.075
H 0.150 -2.676 0.443  0.076
H 0.206 -1.398 -0.802  0.068
H 1.541 -7.037 -2.800  0.097
H 0.455 -5.698 -2.721  0.124
H 1.500 -5.557 -5.095  0.127
H 0.915 -4.157 -4.181  0.108
H 3.075 -4.317 -6.143  0.119
H 2.216 -2.939 -5.527  0.116
H 3.538 -2.483 -2.711  0.096
H 3.018 -1.612 -4.172  0.116
H 5.039 -0.764 -4.584  0.070
H 5.934 -2.173 -3.923  0.077
H 5.188 -0.980 -2.804  0.067
C -2.454 -3.716 -2.698  -0.070
C -3.541 -2.705 -2.991  -0.272
O -4.835 -3.273 -2.793  -0.168
P -5.607 -3.051 -1.396  0.463
O -5.333 -1.694 -0.898  -0.228
O -7.123 -3.015 -1.944  -0.191
C -8.039 -2.004 -1.518  -0.284
C -8.229 -0.975 -2.611  -0.072
O -5.749 -4.569 -0.917  -0.161
C -4.727 -5.179 -0.095  -0.247
C -4.242 -4.277 1.020  -0.082
H -2.416 -3.943 -1.629  0.062
H -1.479 -3.327 -2.993  0.066
H -2.636 -4.651 -3.229  0.088
H -3.401 -1.814 -2.375  0.106
H -3.494 -2.389 -4.034  0.120
H -7.704 -1.534 -0.594  0.101
H -8.985 -2.505 -1.308  0.116
H -7.277 -0.510 -2.873  0.072
H -8.925 -0.196 -2.297  0.077
H -8.617 -1.449 -3.514  0.077
H -3.896 -5.498 -0.729  0.107
H -5.174 -6.079 0.323  0.120
H -3.688 -3.420 0.623  0.066
H -3.575 -4.822 1.687  0.084
H -5.084 -3.890 1.596  0.086
C 1.148 3.701 2.155  -0.068
C 2.639 3.638 1.884  -0.270
O 2.927 2.741 0.809  -0.174
P 3.151 3.291 -0.688  0.460
O 3.870 4.573 -0.645  -0.223
O 4.222 2.214 -1.235  -0.201
C 5.394 2.617 -1.946  -0.287
C 6.608 2.498 -1.050  -0.073
O 1.950 2.534 -1.433  -0.171
C 0.648 3.146 -1.546  -0.255
C 0.708 4.610 -1.929  -0.080
H 0.626 4.197 1.332  0.063
H 0.948 4.265 3.067  0.078
H 0.733 2.698 2.257  0.081
H 3.024 4.639 1.682  0.089
H 3.156 3.254 2.764  0.120
H 5.297 3.627 -2.341  0.106
H 5.493 1.941 -2.798  0.108
H 6.494 3.122 -0.164  0.077
H 7.514 2.799 -1.578  0.076
H 6.726 1.469 -0.708  0.074
H 0.103 3.007 -0.609  0.106
H 0.116 2.585 -2.313  0.118
H 1.139 5.213 -1.124  0.069
H -0.292 4.993 -2.133  0.081
H 1.328 4.751 -2.815  0.087
C -1.949 10.100 3.828  -0.074
C -0.910 9.224 3.154  -0.276
O 0.409 9.719 3.381  -0.173
P 1.340 9.112 4.548  0.458
O 1.118 7.661 4.653  -0.228
O 2.794 9.280 3.875  -0.192
C 3.746 8.214 3.893  -0.282
C 3.823 7.561 2.531  -0.073
O 1.551 10.430 5.437  -0.165
C 0.645 10.746 6.512  -0.258
C 0.293 9.546 7.366  -0.086
H -1.887 10.006 4.915  0.061
H -2.954 9.808 3.523  0.077
H -1.792 11.148 3.575  0.082
H -1.007 8.190 3.489  0.106
H -1.063 9.234 2.074  0.119
H 3.503 7.482 4.663  0.104
H 4.710 8.655 4.153  0.116
H 2.850 7.170 2.233  0.071
H 4.544 6.743 2.533  0.078
H 4.120 8.288 1.775  0.080
H -0.253 11.214 6.100  0.106
H 1.148 11.497 7.118  0.119
H -0.310 8.824 6.807  0.067
H -0.281 9.853 8.240  0.082
H 1.196 9.033 7.700  0.087
C -5.343 1.318 0.522  -0.072
C -5.001 2.125 -0.712  -0.265
O -5.717 3.365 -0.744  -0.171
P -5.035 4.728 -0.237  0.456
O -3.610 4.746 -0.608  -0.233
O -5.746 5.795 -1.217  -0.195
C -4.993 6.804 -1.889  -0.288
C -4.825 6.448 -3.350  -0.075
O -6.033 5.103 0.961  -0.166
C -5.781 4.635 2.300  -0.258
C -4.331 4.771 2.715  -0.086
H -4.945 1.799 1.421  0.062
H -4.912 0.320 0.451  0.056
H -6.423 1.230 0.642  0.083
H -3.924 2.293 -0.771  0.105
H -5.295 1.574 -1.605  0.116
H -4.026 6.959 -1.410  0.102
H -5.558 7.734 -1.794  0.116
H -4.315 5.490 -3.456  0.075
H -4.249 7.212 -3.873  0.075
H -5.799 6.351 -3.830  0.077
H -6.121 3.600 2.390  0.107
H -6.411 5.238 2.953  0.118
H -3.691 4.091 2.146  0.067
H -4.211 4.534 3.772  0.083
H -3.973 5.787 2.538  0.083

Results
Total energy = -129780.7951 eV
2S+1 = 1


No. 5
Formula: C5H16NO2
Source: the OMol25 dataset
Level of theory: ωB97M-V/def2-TZVPD

Each line ends with the Löwdin charge.
Element x y z (Å)
C -0.015 -2.550 0.050  -0.095
C -0.463 -2.102 -1.335  -0.234
C -1.311 -0.830 -1.398  -0.181
C -0.701 0.306 -0.604  -0.088
C -0.469 1.495 -1.128  -0.095
N 0.004 2.605 -0.294  0.189
H 1.026 -2.319 0.246  0.071
H -0.564 -2.060 0.863  0.070
H -0.231 -3.591 0.264  0.078
H 0.368 -1.921 -2.007  0.108
H -1.050 -2.881 -1.805  0.108
H -1.533 -0.515 -2.403  0.111
H -2.275 -0.892 -0.870  0.134
H -0.329 0.036 0.377  0.098
H -0.665 1.655 -2.179  0.129
H -0.763 2.887 0.312  0.174
H 0.702 2.147 0.329  0.098
H 0.561 3.324 -0.751  0.175
H 2.469 1.132 1.352  0.078
H 2.041 0.442 -0.112  0.079
O 1.810 0.889 0.702  -0.054
H -0.194 0.637 3.299  0.054
H 0.884 1.156 4.014  0.063
O 0.700 0.951 3.078  -0.069

Results
Total energy = -11022.2952 eV
Charge = +1
2S+1 = 1
ΔE to the lowest compared entry with this formula, charge and spin = 36.6 kcal per mole